Entry 1:
9 unconnected molecules or ions with the total composition C30H44N8O14. Source: OMol25; level of theory: ωB97M-V/def2-TZVPD.

## Properties
LUMO energy in eV: 3.82
HOMO-LUMO gap in hartree: 0.207
Total charge: -2

Last column: Löwdin charge in e.
Atoms and positions in Å:
C (-12.488, -16.525, 0.626)  -0.300
H (-22.653, -19.997, -2.278)  0.104
C (-21.743, -21.995, -1.951)  -0.355
H (-14.146, -15.998, -2.523)  0.116
H (-15.557, -13.348, -3.843)  0.056
O (-14.591, -10.398, -1.908)  -0.043
C (-20.848, -19.833, -1.185)  0.008
C (-20.157, -18.023, 3.318)  -0.785
N (-21.306, -18.065, 2.642)  0.158
H (-18.206, -12.962, -6.394)  0.105
O (-21.990, -16.646, -1.745)  0.045
H (-17.752, -17.427, -0.541)  0.070
C (-20.987, -16.501, -5.604)  -0.280
O (-19.553, -13.135, -3.583)  0.047
H (-18.480, -16.864, 3.077)  0.115
H (-22.222, -18.353, 2.953)  0.103
H (-18.945, -22.442, -0.029)  0.107
C (-16.718, -14.636, 4.187)  -0.005
C (-17.379, -15.198, -0.643)  -0.338
O (-20.662, -16.365, -7.009)  -0.033
H (-17.106, -15.364, 0.399)  0.047
H (-15.585, -15.304, 5.880)  0.105
C (-21.840, -20.584, -1.877)  -0.002
H (-23.286, -22.148, -3.147)  0.096
C (-15.290, -11.410, -1.756)  -0.761
O (-18.796, -19.839, -0.047)  0.029
C (-13.949, -14.459, -3.574)  -0.775
O (-12.000, -15.481, -0.183)  0.022
O (-19.551, -16.816, -0.482)  -0.344
H (-12.381, -14.710, 0.244)  0.081
H (-20.157, -17.987, -2.766)  0.106
H (-20.963, -18.803, -0.879)  0.086
N (-19.338, -17.275, 2.740)  0.189
C (-13.813, -16.503, 1.139)  -0.012
H (-14.007, -12.686, -4.476)  0.110
N (-16.363, -11.606, -2.487)  0.161
H (-15.973, -12.863, -0.594)  0.045
H (-14.375, -15.583, 1.082)  0.098
C (-12.209, -18.891, 1.452)  -0.019
H (-17.707, -14.810, 4.584)  0.119
O (-14.180, -19.981, 2.479)  0.040
C (-15.328, -13.371, 2.729)  0.006
H (-17.406, -14.735, -5.150)  0.102
H (-16.899, -12.415, -2.208)  0.058
H (-23.399, -15.435, -3.385)  0.121
N (-14.599, -13.437, -4.151)  0.160
H (-17.795, -14.812, -3.464)  0.085
C (-19.742, -21.973, -0.589)  -0.027
N (-15.248, -12.165, -0.667)  0.164
H (-19.741, -12.326, -5.804)  0.112
H (-15.636, -15.233, -2.524)  0.068
C (-13.556, -18.889, 1.921)  -0.293
H (-20.756, -23.809, -1.198)  0.096
C (-14.241, -14.759, 4.433)  -0.385
H (-21.359, -15.862, -7.436)  0.063
H (-15.349, -12.722, 1.866)  0.102
H (-16.549, -10.967, -3.247)  0.119
H (-11.583, -19.746, 1.662)  0.087
C (-22.553, -15.906, -3.863)  -0.010
H (-14.375, -12.437, -0.237)  0.096
O (-19.904, -18.650, 4.356)  -0.032
C (-20.761, -22.730, -1.257)  -0.012
H (-19.068, -18.932, -0.204)  0.037
C (-14.252, -17.618, 1.828)  0.001
C (-20.806, -17.429, -3.424)  -0.032
O (-22.608, -22.680, -2.724)  0.015
C (-20.351, -17.357, -4.735)  -0.007
C (-14.188, -13.933, 3.345)  -0.035
N (-17.985, -14.432, -4.380)  0.184
C (-18.273, -16.559, -0.945)  -0.362
C (-15.536, -15.088, 4.823)  -0.021
H (-21.129, -16.681, -1.322)  0.032
O (-17.743, -13.802, -0.895)  -0.381
H (-17.500, -13.402, 1.610)  0.074
H (-10.667, -17.669, 0.578)  0.097
O (-13.163, -15.085, 5.148)  0.061
C (-21.831, -16.705, -3.056)  -0.412
H (-19.453, -17.027, 1.767)  0.081
H (-18.235, -16.728, -2.021)  0.062
C (-18.889, -13.481, -4.533)  -0.809
H (-21.267, -17.575, 1.759)  0.094
N (-18.921, -12.904, -5.684)  0.160
H (-16.373, -15.331, -1.041)  0.031
H (-19.546, -17.776, -5.320)  0.116
H (-13.557, -20.708, 2.406)  0.090
N (-14.714, -15.271, -2.935)  0.188
H (-22.494, -15.013, -5.855)  0.097
O (-12.730, -14.595, -3.629)  -0.005
C (-19.781, -20.608, -0.616)  -0.311
H (-13.377, -15.678, 5.872)  0.104
C (-11.722, -17.677, 0.811)  -0.025
H (-13.210, -13.672, 2.968)  0.110
O (-17.702, -13.323, 2.545)  0.061
H (-15.273, -17.699, 2.170)  0.112
C (-16.581, -13.772, 3.144)  -0.379
C (-22.118, -15.749, -5.160)  -0.024

Force components x, y, z for each atom (eV/Å):
-0.3 -1.0 -0.5
-0.3 -0.4 -0.3
0.8 0.9 0.6
-0.3 -0.1 0.2
0.2 0.9 -0.4
1.1 -0.4 -0.6
-0.8 -3.7 0.1
-1.7 -3.6 4.1
-2.7 -0.3 -1.7
-0.4 -0.1 0.2
-3.0 0.4 1.6
1.7 0.3 0.1
-2.5 1.6 -0.9
-1.6 0.6 0.3
-0.2 -0.9 0.6
0.8 -0.3 0.3
0.0 -0.2 0.0
1.6 -0.5 1.5
-1.3 1.2 0.4
0.6 -0.7 1.7
-0.3 0.2 1.1
-0.5 -1.1 0.2
1.8 0.7 1.3
0.3 0.4 0.3
0.6 3.7 0.5
0.1 -1.5 0.1
1.9 2.5 -1.2
-0.3 -1.0 1.5
-1.0 0.5 0.5
0.0 0.6 -0.4
-0.4 0.1 0.5
0.1 0.2 -0.5
5.4 4.7 -3.7
1.8 -0.6 0.3
-0.6 0.1 0.3
-1.2 -0.7 -1.5
-0.9 -0.7 0.0
-0.4 -0.2 -0.1
-1.9 2.2 0.0
0.0 -0.3 0.1
0.3 0.7 -0.2
0.6 -1.1 0.3
-0.2 -0.1 0.2
-1.3 -0.4 -0.3
0.0 0.5 -0.3
-0.2 0.4 -0.9
-0.4 0.2 0.1
-1.1 -1.0 -0.7
0.9 -2.1 2.0
0.5 0.1 -0.3
-0.1 0.8 -0.4
1.5 2.4 -1.0
-0.1 0.0 -0.3
-3.0 0.3 -0.6
-0.1 0.0 0.3
0.7 0.2 0.0
-0.2 -0.3 0.4
0.3 0.0 -0.3
-1.2 1.0 -1.4
0.0 0.6 -0.3
-0.7 0.2 0.4
0.5 2.2 0.3
0.0 1.2 0.1
-0.5 -2.3 -0.2
4.6 -2.6 -3.0
-1.0 -1.6 -0.7
-0.2 1.0 -2.5
0.6 1.3 -1.6
2.5 -2.2 -0.3
0.1 0.5 -0.2
-0.7 0.9 1.1
1.9 0.1 1.1
0.9 -2.5 0.3
-0.8 0.3 -1.2
0.0 0.1 -0.4
1.6 -0.2 0.3
-0.4 0.5 2.6
-0.3 0.3 -0.6
0.0 0.2 -0.9
0.3 -0.9 4.3
-0.5 0.0 0.1
-0.9 2.4 -4.6
0.3 -0.8 -0.7
0.7 -1.0 1.1
0.0 -0.2 0.1
-1.2 -4.4 2.6
-0.6 0.1 0.0
0.5 -0.2 -0.4
-0.4 2.9 -0.1
-0.3 -0.1 -0.1
-0.3 -1.2 1.0
0.2 0.3 -0.1
-0.1 0.1 -0.1
-0.2 0.5 0.2
-0.2 -0.1 -0.2
1.2 -0.7 -0.6

=====

Entry 2:
10 unconnected molecules or ions with the total composition C30H44O30. Source: OMol25; level of theory: ωB97M-V/def2-TZVPD.

## Properties
LUMO energy in eV: -0.13
HOMO-LUMO gap in hartree: 0.372
Total charge: 0

Last column: Löwdin charge in e.
Atoms and positions in Å:
O (0.053, 4.771, -4.139)  0.143
C (-0.514, -0.075, -5.431)  -0.618
H (0.778, -2.161, -4.667)  0.087
O (4.764, 2.569, -0.713)  0.042
O (-4.019, -1.938, -2.348)  0.182
H (-2.960, 0.756, 4.630)  0.125
C (-4.094, -3.781, 4.580)  -0.090
O (4.979, -0.034, -4.158)  0.180
H (-5.665, -0.363, 0.819)  0.126
O (-0.140, -0.342, 0.404)  0.058
H (-6.424, 1.237, -1.716)  0.133
O (-3.413, -3.969, 3.345)  0.077
H (-1.084, 3.127, -5.468)  0.086
C (-0.507, 1.417, 7.104)  -0.044
C (3.897, -1.061, -1.112)  -0.129
C (-1.034, -1.292, -0.169)  -0.083
H (-5.028, 1.208, 0.236)  0.127
O (-0.797, -4.900, 0.726)  0.177
H (4.597, 4.172, 1.795)  0.132
H (5.633, -2.393, -0.697)  0.126
C (2.142, 2.219, -3.309)  -0.131
C (5.119, 3.281, 1.450)  -0.099
C (2.308, -6.213, 0.203)  -0.127
H (3.591, -0.553, -0.196)  0.119
O (6.174, 3.723, 0.568)  0.060
H (3.132, -4.254, -0.251)  0.112
O (2.118, 4.063, -4.659)  0.078
C (-5.377, 0.219, -0.056)  -0.088
H (0.023, -2.592, -6.250)  0.100
O (0.562, -0.608, -6.003)  0.002
H (-2.023, -1.207, 0.274)  0.089
C (0.365, -5.097, 0.598)  -0.562
O (-3.307, 4.420, 2.471)  0.176
C (-4.665, -1.157, -1.736)  -0.565
C (-1.016, -0.928, -1.682)  -0.075
H (2.794, -6.985, 0.794)  0.131
C (2.635, -4.765, 0.566)  -0.088
H (3.272, 2.405, 0.684)  0.109
H (-1.956, -0.445, -1.930)  0.109
C (0.949, 3.996, -3.981)  -0.576
O (0.493, 1.878, 3.817)  -0.004
O (-4.555, -2.105, 3.004)  0.043
C (-3.729, -3.024, 2.461)  -0.565
C (-3.439, 1.293, 3.807)  -0.131
C (4.863, -0.428, -3.044)  -0.562
H (0.748, 2.395, 1.855)  0.077
H (-3.000, 0.195, 1.944)  0.111
O (0.909, -6.351, 0.410)  0.056
C (0.779, -1.997, -5.742)  -0.030
C (2.885, 2.899, -4.486)  -0.105
H (-1.200, 2.244, 7.220)  0.101
H (-3.396, -3.586, 5.391)  0.129
C (5.826, 3.411, -0.701)  -0.570
O (-0.145, 1.186, 5.750)  -0.007
O (6.426, 3.726, -1.672)  0.173
C (5.392, -1.402, -1.073)  -0.090
O (0.372, 3.355, 5.517)  0.132
C (-2.652, 1.065, 2.501)  -0.099
C (-6.362, 0.269, -1.218)  -0.117
H (-4.657, -1.688, 5.013)  0.118
H (3.152, -4.677, 1.518)  0.130
O (-1.267, -0.643, -4.681)  0.126
H (2.544, -6.351, -0.855)  0.129
O (-4.264, -0.476, -0.649)  0.028
H (0.397, 1.431, 7.711)  0.101
H (1.754, -2.247, -6.151)  0.093
H (2.035, 2.911, 2.898)  0.088
C (0.948, 2.810, 2.839)  -0.010
O (-2.842, 2.315, 1.846)  0.057
H (-5.971, -2.724, 4.489)  0.127
O (1.320, -4.166, 0.634)  0.053
H (-7.369, -0.016, -0.906)  0.130
H (0.511, 3.795, 2.985)  0.106
O (0.906, 2.893, -3.229)  0.068
H (2.848, 2.139, -5.273)  0.130
C (4.350, 2.268, 0.618)  -0.116
H (2.692, 2.345, -2.370)  0.107
C (-4.919, -2.491, 4.326)  -0.110
H (-0.686, -2.309, 0.011)  0.110
H (-0.835, -1.809, -2.284)  0.127
C (0.460, 0.380, -0.566)  -0.577
O (-3.565, 2.679, 3.897)  0.080
H (-1.034, 0.530, 7.466)  0.089
C (0.238, 2.249, 5.057)  -0.632
H (5.630, 2.812, 2.291)  0.130
O (0.031, 0.043, -1.765)  0.083
H (-1.577, 0.913, 2.619)  0.118
O (5.726, -1.284, -2.464)  0.068
H (-4.421, 0.809, 3.751)  0.121
O (3.815, -0.208, -2.223)  0.048
O (-0.592, 1.174, -5.831)  0.019
H (-4.733, -4.652, 4.692)  0.132
H (5.973, -0.663, -0.519)  0.127
H (4.633, 1.241, 0.854)  0.120
H (3.237, -1.926, -1.217)  0.125
H (-1.427, 2.025, -4.133)  0.097
O (-5.889, -0.709, -2.124)  0.066
O (-3.390, -3.016, 1.315)  0.168
C (-1.433, 2.131, -5.220)  -0.029
O (1.283, 1.203, -0.283)  0.125
H (-2.479, 2.029, -5.513)  0.100
H (2.095, 1.136, -3.394)  0.111
C (-3.233, 3.263, 2.729)  -0.563
H (3.931, 3.040, -4.227)  0.130

Force components x, y, z for each atom (eV/Å):
0.3 -0.1 0.5
-0.4 -0.1 0.5
-0.1 -0.2 0.0
-0.2 0.1 -0.1
0.2 -0.3 0.2
0.3 0.9 0.3
-0.4 0.8 -0.5
-0.2 0.4 0.2
-0.4 0.1 -0.1
0.0 0.0 0.1
0.2 0.0 0.0
0.6 -0.2 0.3
0.2 -0.2 -0.2
-0.1 -0.9 0.6
0.4 -0.3 1.4
-0.2 -0.4 -0.7
0.0 0.0 0.1
0.2 0.1 -0.1
-0.4 -0.2 -0.1
0.0 -0.1 -0.2
1.9 -0.2 0.9
1.2 0.0 0.4
0.2 -0.3 -0.5
-0.1 0.2 -0.2
-0.6 0.0 -0.2
0.4 0.0 0.2
0.2 0.7 -0.6
0.8 0.1 -0.4
-0.1 -0.1 0.2
0.3 -0.1 -0.3
0.1 0.1 -0.1
-0.4 -1.3 0.1
0.0 -0.2 0.3
-0.3 0.8 -0.6
-0.8 -0.2 1.5
0.2 0.2 0.0
-0.9 -0.1 -0.1
0.0 -0.3 0.0
0.1 -0.1 -0.5
-0.1 -0.1 -0.9
-0.3 -1.0 -0.6
-0.7 0.3 0.3
0.0 -0.4 -1.4
0.0 -2.1 -0.8
-0.1 -0.7 -0.6
-0.4 -0.1 0.1
-0.4 0.4 -0.3
-0.2 1.0 0.1
0.0 0.1 0.0
-0.4 -2.3 1.3
0.5 0.4 0.0
0.1 -0.6 0.0
0.5 -0.7 0.1
-0.6 -0.7 -0.3
0.0 0.3 -0.1
-0.4 0.2 -0.4
-0.1 0.0 -0.2
0.3 0.0 0.6
-0.9 -0.1 0.4
0.1 0.0 -0.1
0.0 0.3 0.0
0.0 0.0 0.1
-0.2 -0.3 0.1
0.3 -0.1 0.5
0.0 0.8 0.1
0.0 0.2 0.0
0.0 0.0 0.3
0.5 0.5 0.1
0.0 -0.1 -0.7
-0.2 0.3 -0.7
0.7 0.4 0.2
0.0 0.1 0.0
-0.2 -0.1 0.0
-0.5 -0.1 0.1
-0.2 0.9 -0.8
-0.3 0.5 0.0
-0.2 0.3 0.0
0.3 -0.5 0.8
0.2 0.1 0.1
0.1 0.3 -0.4
0.0 -0.2 1.3
0.1 0.6 1.0
0.0 -0.1 -0.5
0.7 1.2 0.4
-0.2 0.1 0.1
0.4 0.0 -0.8
0.0 0.1 0.4
0.5 -0.2 0.5
-0.2 0.4 -0.2
-0.3 0.5 -0.4
0.8 0.6 -0.9
0.1 0.0 0.5
-0.1 0.0 0.0
-0.1 0.0 0.0
0.1 0.0 -0.3
0.2 0.0 0.0
0.1 -0.5 0.0
0.0 0.3 0.8
-1.0 -0.1 1.0
0.3 0.2 -0.5
0.1 -0.2 -0.3
-0.8 0.1 -0.4
0.0 -0.2 -0.7
-0.1 0.7 -0.1

=====

We obtain maximum force values of 8.11 2.65 eV/A for the records listed above, in that order.